Entry from OMol25: a molecular structure, C24H23Cl3N7O3Ru in a non-equilibrium geometry (ωB97M-V with the def2-TZVPD basis set).

Properties
**ΔE to the lowest compared entry with this formula, charge and spin**: 95.7 kJ/mol
**Lowest unoccupied orbital energy (spin up / spin down)**: -0.11 / -0.11 eV
**Multiplicity**: 2
**Frontier orbital gap (spin up / spin down)**: 7.057 / 7.077 eV
**Total charge**: 0

Geometry (Å):
H1 -1.273 4.526 4.564
C1 -2.093 2.096 3.832
C2 -6.606 0.645 1.032
N1 -0.719 1.397 1.520
C3 1.909 0.166 -2.318
H2 -6.162 -0.997 2.340
H3 -1.834 1.041 3.883
C4 2.195 -1.212 1.970
H4 -1.019 1.737 -3.267
C5 1.526 1.751 -4.123
H5 0.835 2.385 -4.668
C6 -0.319 2.374 2.233
H6 3.206 2.228 -5.369
O1 1.500 -0.578 -1.315
H7 2.041 1.782 -0.790
H8 3.915 -0.542 -2.153
H9 4.837 -2.372 3.805
C7 -6.125 1.478 0.029
H10 -0.251 4.858 3.168
C8 2.848 1.667 -4.516
H11 -6.765 2.243 -0.392
O2 1.635 -0.086 1.634
H12 -7.618 0.765 1.397
H13 4.754 0.778 -4.080
H14 -3.831 -1.247 1.509
O3 -1.811 -0.540 0.370
C9 3.476 -3.617 2.705
C10 -0.335 1.200 -2.614
C11 3.966 -2.407 3.166
C12 -4.001 0.347 0.101
C13 -1.123 4.307 3.509
N2 2.803 3.469 0.748
Ru1 0.307 0.153 0.139
N3 1.333 1.874 -0.069
C14 3.255 0.106 -2.716
H15 -2.984 2.221 3.205
H16 3.495 3.167 0.083
H17 -1.990 4.673 2.949
C15 2.355 -3.663 1.895
H18 -2.326 2.438 4.839
H19 -1.615 1.007 1.783
N4 -0.815 0.718 -1.533
C16 -4.485 -0.486 1.104
H20 -4.437 1.967 -1.219
H21 1.963 -4.604 1.535
C17 1.669 2.722 0.835
Cl1 3.956 0.286 3.370
H22 3.162 3.925 1.568
C18 1.743 -2.474 1.557
C19 -2.579 0.210 -0.334
Cl2 4.284 -5.096 3.146
C20 -4.828 1.330 -0.437
H23 1.282 3.580 2.642
C21 3.329 -1.238 2.800
Cl3 0.300 -2.480 0.576
C22 -5.787 -0.340 1.566
N5 0.873 3.021 1.914
C23 1.050 1.039 -3.022
N6 -2.190 0.898 -1.371
N7 -0.957 2.866 3.343
C24 3.712 0.846 -3.793

Entry from OMol25: a molecular structure, C10H32Na3O10V2 in a non-equilibrium geometry (ωB97M-V with the def2-TZVPD basis set).

Properties
**ΔE to the lowest compared entry with this formula, charge and spin**: 0.0 kJ/mol
**Lowest unoccupied orbital energy (spin up / spin down)**: -11.41 / -11.66 eV
**Multiplicity**: 7
**Frontier orbital gap (spin up / spin down)**: 4.506 / 4.254 eV
**Total charge**: +3

Geometry (Å):
C1 0.497 3.991 2.112
C2 4.921 -1.842 -2.163
H1 -4.743 -1.767 0.320
O1 1.710 -1.145 2.541
C3 -0.648 2.500 3.703
H2 -4.461 -3.296 1.026
C4 -2.964 -0.264 1.746
C5 -0.122 2.615 2.267
H3 -0.528 -0.241 -2.874
Na1 0.605 3.901 -1.665
C6 0.413 0.157 -0.990
O2 4.006 -2.516 -3.027
O3 1.444 -3.030 0.241
H4 -3.086 -0.276 -4.578
C7 -3.576 -1.612 2.148
O4 -2.797 1.884 -1.287
O5 -2.593 0.461 -4.181
H5 1.293 -0.285 2.377
O6 3.920 0.407 -1.243
H6 -3.011 1.609 -2.186
H7 -3.494 0.250 0.946
H8 5.716 -1.431 -2.804
H9 3.714 -1.472 -0.465
Na2 1.803 -3.599 -2.163
H10 -1.933 -0.456 1.412
H11 1.060 4.301 2.989
H12 1.576 -2.076 0.246
O7 0.846 1.585 1.962
H13 -4.536 -1.443 2.636
C8 0.303 -0.655 -2.294
H14 1.163 -0.352 -0.370
V1 2.933 -1.337 -4.494
H15 -0.524 0.040 -0.432
H16 -0.281 4.756 2.006
C9 4.440 -0.888 -1.052
H17 -0.993 2.408 1.634
H18 -2.138 -2.797 2.207
V2 2.567 1.429 -2.401
H19 -2.744 1.198 -4.795
Na3 -0.235 0.668 -4.972
H20 -2.871 0.348 2.644
H21 5.296 -0.763 -0.383
H22 1.120 -1.582 3.168
H23 1.142 4.124 1.225
H24 0.126 -1.705 -2.057
H25 0.867 1.652 0.997
C10 -3.977 -2.330 0.860
O8 1.451 -0.473 -3.127
H26 -0.975 1.462 3.798
H27 0.096 2.675 4.475
H28 1.368 -3.253 1.175
H29 5.474 -2.643 -1.655
H30 -2.144 1.243 -0.985
O9 0.776 1.519 -1.059
H31 -3.148 -2.482 0.154
O10 -2.627 -2.350 2.909
H32 -1.497 3.175 3.780